C48H35CdIN4OP2S3 | ωB97M-V/def2-TZVPD

```
95
Properties=species:S:1:pos:R:3:mulliken_charge:R:1
Cd -0.1238 -0.1972 -0.6906 2.044
I -3.6760 -1.1043 0.3256 0.355
C -2.7549 -2.8867 0.9183 -0.182
C -2.8629 -3.1477 2.2554 -0.726
C -2.5109 -4.4067 2.7801 -0.915
C -2.1429 -5.4004 1.9281 -0.873
C -2.0135 -5.1508 0.5396 0.854
C -1.6875 -6.2232 -0.3244 -0.743
C -1.5439 -6.0277 -1.6638 -1.263
C -1.6070 -4.7168 -2.1691 0.107
C -1.8880 -3.6374 -1.3678 0.431
P -1.4968 -2.0008 -2.1084 -0.141
C -2.9024 -1.6275 -3.1995 0.907
C -4.1108 -2.2993 -3.0344 -0.809
C -5.2082 -1.9785 -3.8207 -0.679
C -5.1053 -0.9902 -4.7873 -0.876
C -3.9072 -0.3087 -4.9508 -0.949
C -2.8165 -0.6104 -4.1503 -0.455
C -0.1041 -2.4255 -3.2377 0.645
C 1.0959 -2.7572 -2.6021 -1.086
C 2.2248 -3.0721 -3.3379 -0.578
C 2.1736 -3.0582 -4.7258 -0.607
C 0.9859 -2.7442 -5.3654 -0.679
C -0.1510 -2.4365 -4.6268 -0.022
C -2.2195 -3.8455 0.0107 0.791
H -3.2496 -2.3871 2.9187 0.424
H -2.5878 -4.5817 3.8444 0.411
H -1.9373 -6.3994 2.2919 0.390
H -1.5654 -7.2087 0.1085 0.403
H -1.3144 -6.8506 -2.3270 0.420
H -1.3560 -4.5549 -3.2095 0.538
H -4.1966 -3.0811 -2.2903 0.366
H -6.1420 -2.5066 -3.6779 0.445
H -5.9563 -0.7480 -5.4108 0.417
H -3.8292 0.4656 -5.7032 0.455
H -1.8967 -0.0462 -4.2587 0.838
H 1.1535 -2.7734 -1.5168 0.594
H 3.1468 -3.3108 -2.8251 0.466
H 3.0590 -3.2884 -5.3037 0.392
H 0.9352 -2.7429 -6.4468 0.454
H -1.0750 -2.2250 -5.1471 0.480
S 0.3106 -1.3217 1.5667 -0.572
C -0.0546 0.2549 2.1903 0.982
S -0.7313 1.4554 1.1085 -0.694
C 0.1755 0.5885 3.5079 0.202
C 0.6871 -0.3599 4.4451 -0.173
N 1.0900 -1.1165 5.2146 -0.556
C -0.0484 1.9203 3.9728 -0.063
N -0.2103 3.0059 4.3259 -0.574
S 2.4036 0.0952 -1.5089 -0.446
C 2.9557 1.4823 -0.7152 0.429
N 2.1267 2.5404 -0.5005 0.548
C 2.4771 3.6184 0.2185 0.143
C 3.7487 3.7149 0.6909 -0.736
C 4.6031 2.6490 0.3668 -0.037
N 4.2393 1.5804 -0.3026 -0.541
H 1.1675 2.4483 -0.8398 -0.484
H 1.7035 4.3531 0.3893 0.366
H 4.0720 4.5585 1.2787 0.416
H 5.6392 2.6713 0.6895 0.409
O -0.4145 1.9602 -2.0612 -0.337
P -1.1179 3.0513 -2.8149 0.527
C -2.8946 2.8025 -2.9055 0.490
C -3.7050 3.5413 -3.7665 -0.243
C -5.0797 3.3745 -3.7351 -0.796
C -5.6489 2.4852 -2.8316 -0.814
C -4.8473 1.7648 -1.9598 -0.462
C -3.4689 1.9213 -1.9937 0.663
C -0.9300 4.6527 -2.0087 0.483
C -0.9708 4.6738 -0.6151 -0.462
C -0.9203 5.8814 0.0648 -0.707
C -0.8372 7.0722 -0.6444 -0.510
C -0.8072 7.0573 -2.0325 -0.697
C -0.8562 5.8510 -2.7161 -0.444
C -0.4662 3.2216 -4.4814 0.298
C -1.1264 2.6920 -5.5862 -0.202
C -0.5193 2.7012 -6.8341 -0.838
C 0.7530 3.2326 -6.9807 -0.577
C 1.4232 3.7534 -5.8812 -0.752
C 0.8190 3.7440 -4.6353 -0.454
H -3.2647 4.2464 -4.4620 0.440
H -5.7084 3.9421 -4.4087 0.447
H -6.7237 2.3583 -2.8055 0.415
H -5.2950 1.0722 -1.2588 0.269
H -2.8357 1.3634 -1.3122 -0.391
H -1.0465 3.7491 -0.0549 0.313
H -0.9538 5.8862 1.1470 0.535
H -0.7998 8.0149 -0.1141 0.405
H -0.7430 7.9863 -2.5838 0.443
H -0.8288 5.8454 -3.7989 0.383
H -2.1178 2.2768 -5.4713 0.168
H -1.0397 2.2930 -7.6908 0.469
H 1.2271 3.2387 -7.9535 0.402
H 2.4190 4.1607 -5.9950 0.431
H 1.3492 4.1393 -3.7767 0.441
```

## Properties
HOMO-LUMO gap, eV: 6.82
Energy above the lowest of the compared OMol25 structures with the same formula, charge and spin, kcal/mol: 4.7
Highest occupied orbital energy, eV: -7.0
Energy, eV: -122103.0957
E_LUMO, eV: -0.18

---

C37H68BF9O7P | ωB97M-V/def2-TZVPD

```
123
Properties=species:S:1:pos:R:3:mulliken_charge:R:1
C 1.4504 6.1286 -1.3657 -1.425
C 1.5437 5.2309 -0.1623 0.768
C 2.7834 4.3757 -0.0683 -1.186
C 0.5961 5.1521 0.7782 -0.237
C -0.8891 5.3352 0.5878 -0.990
C -1.6378 4.1583 1.2253 -1.550
C -1.5154 2.7697 0.5279 2.083
C -0.9672 2.8367 -0.9024 -1.757
C -0.6005 1.8762 1.3817 -1.092
C -0.3984 0.4399 0.8592 -1.517
B -0.6018 -0.7246 2.0020 -0.445
C 0.5287 -0.5603 3.2110 -1.122
P 2.1587 0.0295 2.7613 1.014
O 2.3189 1.4928 2.7553 -0.724
O 3.1810 -0.6524 3.8506 -0.617
O 2.6874 -0.6353 1.4033 -0.469
C -2.1035 -0.5311 2.6385 1.130
C -3.1874 -0.1286 1.8494 -0.780
C -4.4548 0.0851 2.3736 -0.726
C -4.7051 -0.1047 3.7282 -0.682
C -3.6606 -0.5319 4.5365 -0.846
C -2.3975 -0.7385 3.9925 -0.861
C -0.5503 -2.1631 1.1897 1.761
F -1.6938 -2.3019 0.4357 -0.441
F 0.4815 -2.2396 0.2662 -0.199
C -0.4517 -3.5050 1.9908 0.350
F -1.1687 -4.4786 1.3515 -0.365
F -0.9817 -3.4013 3.2316 -0.340
C 0.9728 -4.1226 2.1064 0.391
F 1.3242 -4.7183 0.9477 -0.257
F 1.9028 -3.1931 2.4187 0.063
C 1.0836 -5.2146 3.2112 0.493
F 1.0385 -4.6849 4.4386 -0.239
F 0.1450 -6.1552 3.0851 -0.258
F 2.2855 -5.8197 3.0821 -0.256
H 1.8609 5.6651 -2.2677 0.281
H 2.0673 7.0067 -1.1518 0.319
H 0.4312 6.4640 -1.5589 0.390
H 2.6812 3.6076 -0.8422 0.211
H 3.7174 4.9240 -0.2173 0.456
H 2.7962 3.8484 0.8874 0.193
H 0.8974 4.8798 1.7875 0.410
H -1.2160 6.2397 1.1229 0.472
H -1.1573 5.4881 -0.4566 0.290
H -2.7013 4.4217 1.2359 0.479
H -1.3201 4.0724 2.2658 0.428
H -2.5236 2.3514 0.4531 0.037
H 0.0989 3.0587 -0.9240 -0.229
H -1.5166 3.5852 -1.4826 0.430
H -1.1626 1.8883 -1.4032 0.658
H 0.3726 2.3770 1.3507 0.220
H -0.9151 1.9045 2.4290 0.635
H 0.5903 0.3742 0.3958 0.377
H -1.1068 0.2291 0.0503 0.358
H 0.1810 0.1847 3.9327 0.549
H 0.6740 -1.4812 3.7903 0.686
H 2.6671 -0.9961 4.5878 0.338
H 3.2718 -1.3818 1.5685 0.274
H -3.0647 0.0331 0.7861 0.530
H -5.2422 0.4097 1.7012 0.427
H -5.6966 0.0905 4.1182 0.394
H -3.8323 -0.6856 5.5960 0.380
H -1.6022 -1.0524 4.6611 0.221
C -6.9184 -0.4923 -2.9596 -1.103
C -6.8761 -0.2890 -1.4539 -0.395
O -5.9357 0.6756 -1.0298 -0.239
C -6.1094 1.9903 -1.5178 -0.043
C -7.4376 2.6238 -1.1378 -1.236
H -5.9325 -0.7744 -3.3316 0.285
H -7.6268 -1.2833 -3.2097 0.386
H -7.2291 0.4111 -3.4873 0.274
H -6.5683 -1.2161 -0.9702 0.323
H -7.8761 -0.0500 -1.0709 0.354
H -5.9675 2.0199 -2.6052 0.211
H -5.2926 2.5648 -1.0802 0.194
H -8.2867 2.0853 -1.5622 0.305
H -7.4781 3.6509 -1.5032 0.403
H -7.5564 2.6347 -0.0533 0.303
C 4.9205 -3.6254 3.5782 -0.263
C 6.1756 -3.9959 4.3462 -0.762
O 7.3827 -3.7012 3.6631 -0.439
C 7.5819 -2.3399 3.3236 -0.253
C 7.6029 -1.3953 4.5129 -1.019
H 4.8970 -4.1314 2.6111 0.311
H 4.0346 -3.9163 4.1425 0.197
H 4.8562 -2.5516 3.4008 0.001
H 6.1999 -5.0730 4.5161 0.370
H 6.1701 -3.5214 5.3346 0.355
H 6.8335 -2.0125 2.5934 0.258
H 8.5475 -2.3124 2.8172 0.350
H 6.6497 -1.3818 5.0417 0.215
H 7.8074 -0.3786 4.1763 0.385
H 8.3780 -1.6922 5.2220 0.313
C 1.1219 -3.9517 -2.2586 -0.415
C 1.8810 -4.2294 -3.5427 -0.588
O 1.8629 -3.1535 -4.4685 -0.464
C 2.3989 -1.9297 -3.9967 0.225
C 3.8540 -2.0093 -3.5676 -1.276
H 0.0837 -3.6944 -2.4726 0.290
H 1.1360 -4.8290 -1.6125 0.392
H 1.5535 -3.1250 -1.6978 -0.137
H 1.4265 -5.0678 -4.0726 0.369
H 2.9139 -4.5239 -3.3190 0.315
H 1.7839 -1.5295 -3.1832 0.048
H 2.3034 -1.2360 -4.8335 0.258
H 3.9945 -2.6851 -2.7235 0.284
H 4.2058 -1.0225 -3.2642 0.419
H 4.4771 -2.3657 -4.3903 0.324
C -2.2290 0.5173 -6.3354 -1.101
C -2.2044 1.6002 -5.2685 -0.330
O -1.2903 1.3574 -4.2220 -0.261
C 0.0728 1.2462 -4.5790 0.030
C 0.6445 2.4900 -5.2389 -1.259
H -2.4558 -0.4513 -5.8882 0.289
H -2.9905 0.7460 -7.0829 0.394
H -1.2720 0.4294 -6.8518 0.279
H -3.1808 1.6565 -4.7854 0.220
H -2.0210 2.5818 -5.7239 0.339
H 0.2349 0.3646 -5.2108 0.222
H 0.5955 1.0596 -3.6404 0.206
H 0.1560 2.7142 -6.1889 0.297
H 1.7083 2.3504 -5.4365 0.418
H 0.5217 3.3558 -4.5860 0.287
```

## Properties
HOMO-LUMO gap, eV: 8.10
Total charge: -1
Highest occupied orbital energy, eV: -5.7
Energy, eV: -88231.1566
E_LUMO, eV: 2.38

---

C6H15N2O | ωB97M-V/def2-TZVPD

```
24
Properties=species:S:1:pos:R:3:mulliken_charge:R:1
C -2.7925 -0.7106 -0.9306 -0.522
C -2.5548 -1.4798 0.1248 -0.637
C -0.5546 1.7469 0.6103 -1.220
C 1.8322 1.8034 -0.1510 -1.438
C 0.6725 1.0166 0.5405 0.355
C 1.6333 -1.2179 -0.3727 0.381
N 1.4773 -2.3107 0.4593 -0.322
N 0.5158 -0.2626 -0.2284 0.249
O 2.5885 -1.0135 -1.0794 -0.484
H -3.2282 0.3214 -0.8814 0.282
H -2.3900 -0.9380 -1.8941 0.320
H -3.0276 -1.5873 1.1622 0.282
H -1.2682 1.1833 1.2271 0.403
H -0.4368 2.8269 0.7412 0.380
H -0.9888 1.7921 -0.4327 0.295
H 1.9767 2.6161 0.5062 0.458
H 1.5593 2.1876 -1.0966 0.424
H 2.8739 1.3546 -0.3319 0.337
H 1.0293 0.8287 1.5609 0.176
H 2.1887 -3.0544 0.3610 0.285
H 0.8146 -2.2543 1.1456 0.188
H -0.3996 -0.7112 0.1477 -0.087
H 0.3224 0.1187 -1.1579 0.509
H -1.8434 -2.2559 -0.0300 0.387
```

## Properties
HOMO-LUMO gap, eV: 10.99
Total charge: +1
Energy above the lowest of the compared OMol25 structures with the same formula, charge and spin, kcal/mol: 37.8
Highest occupied orbital energy, eV: -14.2
Energy, eV: -11484.8219
E_LUMO, eV: -3.22

---

C4H3N3S | ωB97M-V/def2-TZVPD

```
11
Properties=species:S:1:pos:R:3:mulliken_charge:R:1
N -5.6934 0.1398 -0.1757 -0.435
C -4.6152 -0.2388 0.0202 0.372
C -3.2797 -0.5285 0.0614 0.387
N -2.3744 -1.3813 0.0515 -0.470
C -1.1078 -0.9945 0.1617 -0.536
C -0.7753 0.3215 0.1367 0.516
N 0.4192 0.8206 -0.0094 -0.439
S -2.1795 1.3879 0.0644 -0.288
H -0.3823 -1.7367 0.2971 0.415
H 1.3488 0.3912 0.3656 0.255
H 0.3863 1.7802 -0.4692 0.223
```

## Properties
HOMO-LUMO gap, eV: 8.03
Energy above the lowest of the compared OMol25 structures with the same formula, charge and spin, kcal/mol: 46.5
Highest occupied orbital energy, eV: -8.5
Energy, eV: -19499.5274
E_LUMO, eV: -0.44

---

C6H10O | ωB97M-V/def2-TZVPD

```
17
Properties=species:S:1:pos:R:3:mulliken_charge:R:1
C 0.9731 -0.8990 -1.6685 -1.430
C -0.0320 -1.2502 -0.5885 0.212
C 0.3130 -1.1114 0.8704 -0.767
C -0.7288 -0.2184 0.2642 0.013
C -0.4915 1.2667 0.1248 -0.640
C -0.6162 2.0024 1.4475 -0.039
O -0.3241 1.5289 2.5184 -0.464
H 1.3651 -1.8153 -2.1243 0.392
H 1.8336 -0.3480 -1.2725 0.308
H 0.5244 -0.2978 -2.4684 0.294
H -0.6598 -2.1027 -0.8440 0.397
H -0.0061 -1.8736 1.5759 0.259
H 1.2706 -0.6511 1.1111 0.203
H -1.7589 -0.4622 0.5230 0.372
H -1.1846 1.7156 -0.5994 0.352
H 0.5226 1.4724 -0.2522 0.190
H -1.0002 3.0437 1.3825 0.348
```

## Properties
HOMO-LUMO gap, eV: 10.62
Energy above the lowest of the compared OMol25 structures with the same formula, charge and spin, kcal/mol: 18.0
Highest occupied orbital energy, eV: -9.6
Energy, eV: -8430.4609
E_LUMO, eV: 1.05